Entry 1:
{"formula": "C29H57BN8O9", "method": "ωB97M-V with the def2-TZVPD basis set", "energy_ev": -62008.057, "homo_ev": -7.97, "total_charge": 0, "gap_ev": 7.06, "elements": ["H", "C", "H", "C", "O", "H", "H", "H", "H", "C", "N", "N", "H", "C", "H", "N", "C", "H", "H", "C", "O", "C", "C", "H", "C", "H", "C", "C", "H", "H", "O", "C", "H", "O", "H", "H", "H", "H", "H", "H", "C", "H", "H", "C", "O", "H", "H", "H", "H", "C", "O", "H", "C", "H", "H", "H", "N", "C", "N", "H", "H", "C", "C", "H", "C", "H", "N", "H", "H", "H", "H", "C", "C", "H", "C", "H", "H", "H", "H", "C", "H", "H", "C", "O", "N", "C", "H", "H", "O", "O", "H", "B", "H", "H", "H", "C", "H", "H", "C", "H", "C", "H", "H", "N"], "positions_angstrom": [[-1.006, -6.170, 3.204], [0.596, -3.682, -4.883], [1.534, 4.071, 1.270], [0.256, 6.286, 0.794], [-2.066, -3.885, -4.023], [-4.447, -4.394, -8.120], [0.101, -5.986, -0.343], [-5.699, -5.131, -10.215], [-4.199, -1.550, -5.860], [6.324, 6.492, 6.727], [-4.836, -0.507, -4.178], [6.357, 5.694, 5.518], [-8.280, -3.221, -9.286], [3.613, 1.040, 1.865], [6.809, 3.883, 4.612], [0.110, -3.215, -3.601], [-1.286, 7.668, 2.076], [-2.495, -5.776, 2.314], [-1.130, 6.980, -1.271], [1.045, -2.596, -2.684], [7.229, 3.841, 6.598], [4.483, 1.459, 0.513], [1.038, -2.899, 7.241], [6.272, 1.664, 4.650], [4.247, 1.118, 3.393], [-5.395, -3.434, -6.946], [-1.570, 7.461, -0.393], [6.826, 4.400, 5.586], [-1.597, -4.482, 3.162], [-1.488, -2.983, -2.298], [1.912, -0.819, 5.575], [-1.502, -5.411, 2.592], [1.482, -1.715, -3.163], [0.915, 5.956, 1.772], [0.444, -3.567, 1.938], [-4.715, -2.646, -8.389], [7.764, 2.446, 2.314], [-0.103, 1.804, 2.285], [-5.578, 1.252, -5.005], [-0.568, -4.264, 5.460], [-0.814, -3.207, 5.598], [7.338, 6.571, 7.129], [1.063, -2.046, 7.925], [-0.500, -6.259, 0.540], [-0.903, -7.402, 0.710], [1.682, 2.833, -0.304], [-6.705, 0.376, -3.943], [-2.163, 8.305, 1.934], [5.976, 5.576, 3.450], [1.382, 2.977, 0.842], [1.810, -1.279, -0.273], [5.931, 7.491, 6.520], [-4.472, -1.753, -4.821], [-3.627, -2.226, -4.314], [0.052, -3.165, -5.680], [-2.608, 7.133, -0.286], [-0.725, -5.195, 1.388], [5.797, 1.619, 3.577], [-6.380, -3.845, -8.731], [-1.575, -3.106, 6.377], [-6.371, -0.242, -5.588], [-5.157, -3.571, -8.005], [-7.397, -2.914, -8.702], [4.851, 6.584, 4.396], [-5.940, 0.260, -4.717], [-1.542, 8.547, -0.527], [0.380, -2.499, 6.014], [0.333, -1.235, 4.368], [-7.464, -5.165, -9.963], [0.353, -3.848, 0.180], [-0.472, 8.253, 2.514], [5.897, 6.285, 4.278], [-0.212, -3.868, 1.116], [1.667, -3.491, -4.984], [6.036, 1.973, 0.681], [5.690, 5.992, 7.466], [-1.534, 6.846, 2.754], [0.547, -2.292, -1.759], [0.404, -4.756, -4.966], [-6.494, -5.089, -9.464], [0.507, -3.732, 7.710], [3.554, 0.821, 4.317], [-1.225, -3.373, -3.295], [1.592, -0.880, 1.805], [2.223, -1.587, 0.843], [0.910, -1.458, 5.281], [6.631, 2.259, -0.302], [0.507, 5.924, -0.217], [-7.366, -1.846, -8.104], [-4.422, 1.015, -2.483], [2.065, -3.198, 7.012], [2.011, 0.548, 1.785], [-1.052, -3.171, 1.044], [-3.346, -0.686, -2.746], [-5.332, -2.430, -4.793], [-4.167, -0.027, -3.073], [1.835, -3.314, -2.446], [6.507, 7.166, 4.057], [6.649, 2.050, 2.207], [3.910, 1.366, -0.529], [0.913, 1.813, 1.696], [-1.204, -2.803, 4.660], [-6.382, -5.923, -8.766], [-0.843, 7.118, 0.811]], "lowdin_charge": [0.10, -0.05, 0.06, -0.32, -0.01, 0.09, 0.13, 0.09, 0.09, -0.05, -0.20, -0.21, 0.13, -0.07, 0.09, -0.20, -0.05, 0.10, 0.09, -0.08, 0.00, -0.04, -0.05, 0.09, 0.00, 0.07, -0.06, -0.33, 0.06, 0.13, 0.00, -0.05, 0.10, -0.02, 0.08, 0.09, 0.08, 0.10, 0.09, 0.09, -0.07, 0.09, 0.09, -0.32, 0.01, 0.09, 0.09, 0.09, 0.08, 0.01, 0.01, 0.09, -0.06, 0.05, 0.09, 0.09, -0.20, -0.05, -0.21, 0.09, 0.08, -0.05, -0.33, 0.09, -0.05, 0.09, -0.20, 0.12, 0.08, 0.07, 0.09, -0.06, -0.07, 0.09, -0.07, 0.09, 0.09, 0.05, 0.09, -0.07, 0.09, 0.10, -0.32, -0.03, 0.01, -0.32, 0.09, 0.13, 0.00, -0.01, 0.10, -0.33, 0.10, 0.12, 0.09, -0.33, 0.10, 0.09, -0.08, 0.10, -0.04, 0.07, 0.09, -0.21]}



Entry 2:
{"formula": "C29H58BCl14IN3O3", "method": "ωB97M-V with the def2-TZVPD basis set", "energy_ev": -225709.531, "homo_ev": -10.71, "total_charge": 1, "gap_ev": 7.24, "elements": ["H", "Cl", "O", "H", "C", "Cl", "H", "Cl", "O", "H", "H", "C", "H", "C", "H", "H", "C", "H", "H", "H", "H", "C", "H", "H", "H", "C", "C", "C", "N", "B", "H", "Cl", "H", "H", "Cl", "H", "H", "H", "C", "H", "H", "H", "H", "C", "Cl", "C", "H", "H", "H", "H", "H", "H", "H", "Cl", "C", "C", "H", "Cl", "C", "I", "C", "C", "H", "H", "C", "Cl", "H", "H", "H", "H", "H", "H", "H", "H", "H", "N", "C", "C", "Cl", "H", "C", "H", "H", "Cl", "H", "H", "C", "H", "C", "H", "Cl", "N", "H", "C", "C", "H", "H", "Cl", "C", "C", "O", "C", "H", "H", "H", "C", "Cl", "H", "C"], "positions_angstrom": [[-3.733, -0.594, 3.916], [3.877, -3.359, 3.358], [3.380, 3.239, 1.439], [5.639, -3.672, 4.873], [1.148, -1.265, -0.204], [-5.277, 1.622, -2.439], [0.236, 6.229, -4.613], [-1.186, -6.436, 1.053], [1.192, 2.412, 2.217], [3.069, -1.127, -6.663], [-1.928, -3.717, 8.207], [-1.970, 0.149, 2.748], [2.665, 6.378, 0.904], [2.073, -0.564, 2.119], [1.675, 4.328, 0.577], [4.162, 5.568, 1.622], [2.053, -0.105, -0.859], [-0.135, 5.478, -6.171], [3.778, 1.048, -0.527], [-4.476, 2.652, -7.820], [-4.042, 2.347, -6.133], [-1.863, -3.792, 7.119], [-2.100, 6.745, -5.472], [-3.904, 0.557, 0.988], [1.404, -1.303, 4.108], [-4.484, 0.457, 1.973], [-3.740, 2.869, -7.043], [-0.416, -3.671, 6.683], [3.264, 0.271, -0.062], [2.526, 2.098, 1.695], [-6.836, 0.832, -0.119], [-0.627, -1.047, -6.530], [1.057, 0.487, 3.927], [1.589, -5.305, -1.115], [1.456, 7.184, -6.393], [-1.856, 0.399, 1.620], [6.771, -5.601, 3.892], [2.948, 3.782, -0.635], [-2.349, 2.427, -7.454], [1.514, -6.669, 0.007], [4.067, 5.910, -0.264], [-1.385, 7.583, -6.855], [4.508, -5.032, 4.900], [1.047, -0.447, -6.417], [1.683, -4.592, 1.117], [2.065, -1.553, -6.611], [-2.316, 1.339, -7.538], [4.128, -0.504, 3.933], [4.043, 0.460, 1.922], [1.166, 0.308, -7.197], [-0.772, -4.651, -0.434], [0.194, -4.404, 7.212], [-2.294, -4.748, 6.818], [-1.875, 3.082, -9.040], [5.060, -4.354, 4.247], [1.737, 1.402, -2.555], [-1.341, 0.966, 3.287], [-1.130, 8.782, -4.838], [-7.005, 0.121, -0.931], [-0.554, -1.537, -1.571], [1.130, -5.667, -0.192], [-1.279, -1.260, 3.113], [0.233, 0.260, 1.150], [3.203, -0.683, 5.516], [0.015, 6.432, -5.662], [5.136, -6.384, 2.409], [0.385, -2.621, 2.522], [-5.166, 2.247, 1.244], [3.332, 1.023, 4.755], [-5.060, -0.541, 1.920], [-2.140, -2.003, 3.345], [-0.668, -6.231, -1.223], [-6.907, 0.045, -3.097], [6.462, -4.441, 2.593], [-0.015, -2.677, 6.894], [2.423, 1.838, -3.461], [2.797, 4.146, 0.459], [-0.303, -1.854, 1.984], [-3.813, 4.613, -6.685], [-8.018, -0.274, -0.832], [-1.221, 7.295, -5.814], [1.885, -2.109, -7.533], [-3.595, 1.249, 3.953], [-2.878, -2.491, 6.450], [1.166, 0.042, -5.449], [-5.205, 2.214, 2.907], [3.009, 0.541, 1.395], [-0.725, -1.110, 4.116], [5.986, -5.109, 3.314], [3.905, -0.558, -0.099], [2.064, -2.710, -5.257], [-5.399, 1.647, 2.062], [2.631, -1.582, 2.021], [3.235, -0.095, 4.517], [3.503, 5.606, 0.685], [2.449, -0.542, -1.860], [-7.619, 1.523, -2.438], [-0.211, -3.990, 4.941], [0.673, -0.787, 1.293], [1.857, -0.319, 3.690], [1.229, 1.051, -1.256], [-6.837, 0.775, -2.288], [1.755, -2.229, -0.037], [-1.598, 2.734, -6.722], [-0.945, -2.466, 1.263], [-0.379, -5.665, -0.335], [-5.892, -1.251, -0.704], [1.318, 2.588, 3.186], [-3.487, 0.320, 3.265]], "lowdin_charge": [0.09, 0.58, -0.01, 0.08, -0.55, 0.52, 0.07, 0.56, 0.08, 0.07, 0.08, -0.20, 0.09, -0.22, 0.13, 0.09, -0.33, 0.06, 0.20, 0.07, 0.07, -0.65, 0.04, 0.09, 0.10, -0.29, -0.65, -0.64, 0.14, -0.41, 0.05, 0.55, 0.12, 0.07, 0.54, 0.10, 0.08, 0.12, -0.68, 0.08, 0.08, 0.07, 0.08, -0.66, 0.57, -0.66, 0.04, 0.05, 0.17, 0.08, 0.02, 0.07, 0.07, 0.54, -0.62, -0.21, 0.10, 0.54, -0.64, 0.95, -0.62, -0.22, 0.12, 0.09, -0.67, 0.55, 0.05, 0.06, 0.08, 0.08, 0.10, 0.08, 0.07, 0.07, 0.07, 0.19, -0.22, -0.19, 0.55, 0.08, -0.68, 0.07, 0.11, 0.55, 0.04, 0.06, -0.09, 0.08, -0.66, 0.21, 0.51, -0.04, 0.08, -0.11, -0.06, 0.17, 0.08, 0.58, -0.27, -0.19, -0.07, -0.66, 0.06, 0.06, 0.08, -0.66, 0.55, 0.13, -0.16]}